Here is a molecular structure, C10H30CuO10 in a non-equilibrium geometry from the OMol25 dataset. Energies are from wB97M-V/def2-TZVPD.

```
! wB97M-V def2-TZVPD RIJCOSX def2/J DEFGRID3
* xyz 1 1
Cu 0.12 0.43 0.56
C 0.46 -0.68 3.86
C -0.93 -0.98 3.21
O -0.81 -1.14 1.79
O 1.14 0.47 3.43
H 1.03 -1.60 3.74
H 0.38 -0.50 4.93
H -1.65 -0.19 3.41
H -1.20 -1.92 3.69
H -1.58 -1.60 1.45
H 0.78 1.22 3.91
C 3.08 -1.26 0.90
C 3.40 -2.73 0.44
O 2.23 -3.34 0.04
O 2.35 -0.60 -0.10
H 3.97 -0.66 1.11
H 2.47 -1.25 1.80
H 3.86 -3.18 1.32
H 4.13 -2.78 -0.37
H 1.80 -2.66 -0.49
H 2.98 -0.35 -0.77
C -2.55 1.73 -1.10
C -3.97 1.69 -1.86
O -4.17 0.46 -2.45
O -2.33 0.92 0.04
H -2.13 2.72 -0.91
H -1.81 1.45 -1.85
H -3.99 2.51 -2.58
H -4.81 1.88 -1.19
H -4.12 -0.20 -1.75
H -2.62 0.03 -0.16
C 1.43 3.26 -0.65
C 1.69 3.28 0.88
O 0.46 2.78 1.52
O 1.53 2.00 -1.26
H 2.25 3.91 -0.93
H 0.42 3.66 -0.78
H 1.94 4.27 1.26
H 2.43 2.50 1.07
H 0.30 3.10 2.40
H 1.64 2.11 -2.20
C -1.13 -1.86 -3.38
C -0.20 -2.03 -2.19
O -0.58 -1.19 -1.13
O -2.43 -2.32 -3.25
H -0.64 -2.43 -4.18
H -1.01 -0.83 -3.70
H 0.84 -1.82 -2.46
H -0.28 -3.04 -1.80
H -1.45 -1.41 -0.79
H -2.73 -1.83 -2.48
*
```

Results
HOMO = -12.1 eV
HOMO-LUMO gap = 0.3278 Eh
LUMO energy = -3.205 eV
E = -2791.53283 Ha